Version A
17
Properties=species:S:1:pos:R:3 method="wB97M-V/def2-TZVPD" gap_ha=0.2909 lumo_ev=6.28 total_charge=-2 homo_energy_ev=-1.636
C 0.72 -3.70 -1.10
C 1.17 -2.77 -2.19
O 1.67 -1.66 -1.87
O 0.98 -3.15 -3.38
H -0.30 -4.07 -1.23
H 0.86 -3.29 -0.09
H 1.33 -4.61 -0.97
C -0.26 1.58 1.16
C -0.63 0.59 2.26
C -1.04 2.91 1.45
O -0.46 3.71 2.23
O -2.19 3.02 0.95
H 0.80 1.84 1.27
H -0.29 1.23 0.13
H -0.50 1.06 3.23
H 0.12 -0.20 2.31
H -1.66 0.23 2.20

Version B
17
Properties=species:S:1:pos:R:3 method="wB97M-V/def2-TZVPD" gap_ha=0.2597 lumo_ev=6.76 total_charge=-2 homo_energy_ev=-0.302
C -0.45 0.95 -3.14
C -1.09 0.50 -1.76
O -1.12 1.32 -0.81
O -1.72 -0.54 -1.70
H -0.93 1.95 -3.29
H -0.69 0.34 -3.99
H 0.62 1.07 -3.13
C -0.01 -0.17 1.98
C 0.51 1.29 2.09
C 1.08 -1.08 1.31
O 2.26 -0.76 1.42
O 0.60 -2.05 0.70
H -0.14 -0.71 3.04
H -1.04 -0.24 1.42
H 1.22 1.45 1.25
H 1.01 1.48 3.01
H -0.40 1.87 1.97

Version C
17
Properties=species:S:1:pos:R:3 method="wB97M-V/def2-TZVPD" gap_ha=0.2840 lumo_ev=6.42 total_charge=-2 homo_energy_ev=-1.313
C 0.87 1.62 1.17
C 1.75 1.89 -0.07
C 1.59 0.73 2.22
O 1.43 0.99 3.43
O 2.17 -0.27 1.72
H 0.45 2.61 1.40
H -0.04 1.10 0.84
H 2.27 0.98 -0.37
H 2.60 2.56 0.12
H 1.15 2.29 -0.89
C -0.72 -0.75 -1.80
C -2.13 -1.31 -2.02
O -3.00 -0.64 -2.63
O -2.27 -2.52 -1.66
H -0.31 -0.36 -2.73
H -0.23 -1.52 -1.21
H -0.66 0.07 -1.07

Version D
17
Properties=species:S:1:pos:R:3 method="wB97M-V/def2-TZVPD" gap_ha=0.2784 lumo_ev=6.34 total_charge=-2 homo_energy_ev=-1.239
C 0.60 0.06 -2.15
C 1.95 -0.44 -2.74
O 2.58 0.45 -3.35
O 2.29 -1.65 -2.60
H 0.79 0.43 -1.15
H -0.16 -0.72 -2.11
H 0.35 0.91 -2.78
C -0.47 0.04 1.15
C -0.15 0.19 2.63
C -2.05 0.04 0.91
O -2.54 -0.95 0.33
O -2.63 1.00 1.46
H -0.16 0.89 0.56
H 0.00 -0.88 0.80
H -0.34 -0.78 3.07
H -0.91 0.83 3.10
H 0.84 0.58 2.85

Energy ordering: version A at the bottom, the next structure 14.6 kJ/mol above.

Version A
9
Properties=species:S:1:pos:R:3 method="wB97M-V/def2-TZVPD" gap_ha=0.3265 lumo_ev=0.13 homo_energy_ev=-8.751
C 1.59 0.07 -0.02
C -2.07 1.51 0.30
N 1.56 -1.09 0.32
O 1.67 1.21 -0.01
O -1.41 1.62 -0.77
O 1.41 -2.38 -0.23
I -2.77 -0.51 0.62
H -0.96 2.50 -0.78
H 0.98 -2.94 0.57

Version B
9
Properties=species:S:1:pos:R:3 method="wB97M-V/def2-TZVPD" gap_ha=0.3177 lumo_ev=-0.42 homo_energy_ev=-9.063
C 1.76 1.83 -0.77
C -1.54 -0.62 0.00
N -0.33 -0.58 0.42
O 0.16 -0.37 1.51
O 1.03 2.33 -0.09
O 0.70 -0.70 -0.72
I 2.45 -0.74 0.02
H -1.77 -0.79 -1.09
H -2.46 -0.34 0.72

Energy ordering: version A at the bottom, the next structure 28.6 kJ/mol above.

Version A
9
Properties=species:S:1:pos:R:3 method="wB97M-V/def2-TZVPD" gap_ha="0.2504 / 0.3052" lumo_ev="-1.36 / -0.81" homo_energy_ev="-8.174 / -9.114"
C 0.28 1.50 0.03
C -0.64 0.40 0.17
N -2.86 -0.39 0.06
O -0.08 -0.81 0.04
O -1.94 0.62 0.09
O -0.03 2.70 0.01
I -4.72 0.05 0.10
H 1.28 1.04 0.00
H -0.81 -1.32 -0.17

Version B
9
Properties=species:S:1:pos:R:3 method="wB97M-V/def2-TZVPD" gap_ha=0.3163 lumo_ev=-1.35 homo_energy_ev=-9.956
C -1.28 0.22 0.65
C 0.49 -0.64 -0.09
N 1.12 0.56 -0.52
O 1.49 1.33 0.35
O -1.28 1.26 1.14
O 1.21 0.77 -1.71
I -2.82 -1.14 0.20
H 0.22 -1.35 -0.86
H 0.87 -1.01 0.85

Energy ordering: version B at the bottom, the next structure 44.6 kJ/mol above.

Version A
18
Properties=species:S:1:pos:R:3 method="wB97M-V/def2-TZVPD" gap_ha="0.3632 / 0.3632" lumo_ev="-4.73 / -4.73" total_charge=+1 homo_energy_ev="-14.619 / -14.618" smiles="CC(C)[N@H+]1C2=C[C@]21O"
C 1.79 1.30 -1.57
C 1.25 0.04 -1.63
C 0.78 1.39 -0.61
C -0.79 0.09 1.44
C -0.53 -2.08 0.43
C -0.64 -0.61 0.17
N 0.66 -0.05 -0.28
O -0.47 2.18 -0.68
H 2.23 2.01 -2.26
H 0.04 -0.16 2.13
H -0.73 1.15 1.42
H -1.85 -0.15 1.85
H -0.12 -2.20 1.40
H 0.23 -2.40 -0.32
H -1.51 -2.61 0.35
H -1.38 -0.41 -0.65
H 1.44 -0.36 0.23
H -0.41 2.87 -1.42

Version B
18
Properties=species:S:1:pos:R:3 method="wB97M-V/def2-TZVPD" gap_ha=0.3136 lumo_ev=-4.88 total_charge=+1 homo_energy_ev=-13.417 smiles="C=C=[N+](C)/C=C(/C)O"
C -1.59 -0.17 -0.91
C -2.55 -0.42 -1.70
C 1.40 -0.85 0.40
C 0.52 0.14 0.74
C 2.77 -1.01 1.18
C -1.19 1.89 0.15
N -0.76 0.46 -0.06
O 1.13 -1.74 -0.56
H -3.52 -0.65 -1.36
H -2.40 -0.53 -2.71
H 0.79 0.95 1.34
H 2.56 -1.75 1.97
H 3.16 -0.11 1.58
H 3.50 -1.50 0.55
H -0.78 2.58 -0.54
H -2.27 1.82 -0.22
H -1.10 2.19 1.18
H 0.35 -1.31 -1.04

Energy ordering: version B at the bottom, the next structure 194.2 kJ/mol above.

Version A
18
Properties=species:S:1:pos:R:3 method="wB97M-V/def2-TZVPD" gap_ha=0.3468 lumo_ev=-4.19 total_charge=+1 homo_energy_ev=-13.627
C -1.91 0.94 -1.37
C -1.67 0.24 -0.27
C -3.63 -0.45 0.12
C 0.14 -1.40 0.13
C 1.96 0.86 0.90
C -0.21 0.05 0.12
N 0.62 0.94 0.41
O -4.17 -0.10 1.08
H -1.09 1.57 -1.88
H -3.87 -0.78 -0.87
H 0.56 -1.84 -0.77
H -0.75 -1.98 0.38
H 0.88 -1.44 0.94
H 2.37 -0.08 1.18
H 2.55 1.41 0.07
H 1.93 1.40 1.88
H -2.87 1.09 -1.67
H 0.20 1.92 0.43

Version B
18
Properties=species:S:1:pos:R:3 method="wB97M-V/def2-TZVPD" gap_ha=0.3850 lumo_ev=-3.01 total_charge=+1 homo_energy_ev=-13.483 smiles="CC1=C(C)[N@H+]2C[C@H]2O1"
C -0.04 -0.63 -0.14
C -0.50 0.61 -0.53
C 1.34 0.38 1.72
C -0.05 0.90 1.67
C 0.45 -1.70 -0.98
C -1.30 1.15 -1.74
N 0.30 -0.53 1.28
O -0.60 1.49 0.59
H 2.11 0.41 0.79
H 1.79 0.32 2.69
H -0.68 1.16 2.65
H 1.61 -1.64 -0.97
H 0.01 -1.68 -1.94
H 0.07 -2.68 -0.65
H -0.93 0.82 -2.78
H -1.40 2.29 -1.59
H -2.32 0.79 -1.69
H 0.12 -1.46 1.63

Energy ordering: version B at the bottom, the next structure 86.3 kJ/mol above.

Version A
25
Properties=species:S:1:pos:R:3 method="wB97M-V/def2-TZVPD" gap_ha=0.3455 lumo_ev=0.71 homo_energy_ev=-8.692 smiles="Cc1cccc2c1N(N=O)CCC2"
C -2.47 -1.16 -0.96
C -1.05 -1.06 -1.03
C -0.14 -1.61 -2.16
C 1.20 -1.45 -2.34
C 1.91 -1.00 -1.20
C 1.22 -0.43 -0.10
C 2.18 0.15 0.91
C 1.36 1.25 1.66
C 0.08 0.90 2.12
C -0.21 -0.48 -0.09
H -2.61 -0.39 -1.91
H -2.95 -2.19 -1.19
H -2.89 -0.82 0.13
H -0.74 -2.02 -2.97
H 1.72 -1.67 -3.24
H 2.96 -1.17 -1.23
H 2.75 -0.69 1.48
H 2.93 0.58 0.16
H 1.07 2.02 0.73
H 1.82 1.98 2.47
H -0.36 -0.04 2.70
H -0.39 1.56 2.76
N -0.72 0.52 0.92
N -1.51 1.35 0.44
O -1.52 2.39 1.23

Version B
25
Properties=species:S:1:pos:R:3 method="wB97M-V/def2-TZVPD" gap_ha=0.3144 lumo_ev=0.36 homo_energy_ev=-8.192 smiles="CC(=O)N1C(C)=CC=NC1=C1CC1"
C 2.14 -1.77 -0.75
C 2.80 -0.57 -0.28
C 0.21 0.91 1.55
C 0.81 -1.71 -0.85
C 0.82 0.38 0.50
C -1.04 -0.17 -1.09
C -0.98 1.33 2.31
C 0.30 1.98 2.54
C -0.14 -2.78 -1.35
C -1.49 1.32 -0.99
N 2.19 0.41 0.25
N 0.10 -0.55 -0.46
O -1.81 -0.85 -1.71
H 2.62 -2.72 -1.04
H 3.80 -0.40 -0.27
H -1.74 1.94 1.83
H -1.19 0.67 3.07
H 0.86 1.62 3.49
H 0.48 2.90 2.18
H -0.77 -3.09 -0.52
H 0.15 -3.78 -1.66
H -0.61 -2.37 -2.25
H -0.66 2.01 -0.80
H -2.47 1.53 -0.47
H -1.77 1.52 -1.94

Energy ordering: version B at the bottom, the next structure 261.2 kJ/mol above.

Version A
8
Properties=species:S:1:pos:R:3 method="wB97M-V/def2-TZVPD" gap_ha="0.3535 / 0.3535" lumo_ev="-0.01 / -0.01" homo_energy_ev="-9.625 / -9.625" smiles="O=C=NN[N+](=O)[O-]"
C -1.08 0.97 1.54
N -0.41 0.08 1.03
N 0.37 0.08 -0.04
N 0.20 1.27 -0.77
O -1.82 1.45 2.23
O -0.55 2.09 -0.25
O 0.93 1.36 -1.74
H 0.91 -0.79 -0.34

Version B
8
Properties=species:S:1:pos:R:3 method="wB97M-V/def2-TZVPD" gap_ha="0.2948 / 0.3330" lumo_ev="-2.19 / -1.53" homo_energy_ev="-10.214 / -10.595"
C 0.40 -1.52 -0.29
N 1.12 -2.41 -0.42
N -0.46 -0.59 -0.34
N 0.70 1.35 0.01
O 1.82 1.24 0.41
O -0.07 2.20 -0.26
O -1.40 -0.32 0.71
H -2.11 0.06 0.18

Energy ordering: version A at the bottom, the next structure 228.3 kJ/mol above.

Version A
20
Properties=species:S:1:pos:R:3 method="wB97M-V/def2-TZVPD" gap_ha=0.3245 lumo_ev=0.11 homo_energy_ev=-8.716 smiles=C[C@H](N)CS.O.O
C -1.62 -0.72 1.38
C -0.96 -0.82 0.04
C 0.48 -1.32 0.11
S 1.60 -1.31 -1.36
N -1.54 -1.66 -0.97
H -0.96 0.10 1.87
H -2.69 -0.46 1.56
H -1.59 -1.68 1.95
H -0.87 0.17 -0.24
H 0.43 -2.46 0.16
H 1.00 -0.79 0.90
H 2.27 -0.21 -0.95
H -1.99 -0.96 -1.59
H -2.34 -2.21 -0.72
H 1.28 2.69 1.05
H 1.86 1.42 1.44
O 2.10 2.19 0.90
H -1.70 3.60 1.58
H -0.79 4.22 0.51
O -1.61 3.60 0.59

Version B
20
Properties=species:S:1:pos:R:3 method="wB97M-V/def2-TZVPD" gap_ha=0.3400 lumo_ev=0.24 homo_energy_ev=-9.014 smiles=NCCCS.O.O
C 0.14 -0.48 0.21
C 1.20 -0.03 -0.77
C 0.89 1.26 -1.47
S 2.15 1.77 -2.67
N 0.51 -1.80 0.74
H -0.83 -0.55 -0.27
H 0.01 0.34 0.96
H 2.14 0.09 -0.22
H 1.39 -0.83 -1.47
H 0.70 2.09 -0.80
H 0.01 1.19 -2.11
H 3.16 1.97 -1.81
H -0.17 -2.13 1.42
H 1.36 -1.72 1.27
H -2.92 0.80 1.70
H -4.40 0.54 2.01
O -3.75 0.53 1.29
H -1.83 -2.88 4.59
H -2.16 -1.67 3.72
O -2.42 -2.59 3.89

Version C
20
Properties=species:S:1:pos:R:3 method="wB97M-V/def2-TZVPD" gap_ha=0.3585 lumo_ev=0.80 homo_energy_ev=-8.955 smiles=NCCCS.O.O
C 1.13 0.05 -1.63
C 0.70 -1.18 -0.82
C 1.10 -2.49 -1.50
S 1.11 -3.95 -0.43
N 1.32 1.27 -0.87
H 0.32 0.14 -2.35
H 2.09 -0.26 -2.07
H 1.19 -1.19 0.17
H -0.37 -1.23 -0.72
H 2.03 -2.46 -2.08
H 0.36 -2.74 -2.26
H 1.43 -3.33 0.72
H 1.28 1.07 0.13
H 0.63 1.99 -1.04
H -0.81 5.87 4.58
H 0.24 4.83 5.05
O -0.70 4.99 4.96
H -5.16 2.69 -0.41
H -4.98 4.10 -0.90
O -4.65 3.48 -0.22

Energy ordering: version B at the bottom, the next structure 33.2 kJ/mol above.